(1)
Density functional theory data (wB97M-V/def2-TZVPD) for C49H101N2O23S2 as an isolated structure at a distorted geometry.

Results
- 2S+1 = 1
- gap between HOMO and LUMO (Ha) = 0.273
- net charge = -1

Cartesian coordinates (Å):
C1 -5.500 0.716 -3.444
C2 -5.024 2.166 -3.496
C3 -3.782 2.456 -2.646
C4 -2.636 1.443 -2.816
C5 -2.586 0.363 -1.722
C6 -1.587 0.679 -0.597
C7 -2.094 0.262 0.783
C8 -1.918 -1.235 1.038
C9 -2.119 -1.685 2.489
C10 -3.523 -2.144 2.878
S1 -4.856 -1.019 2.541
O1 -4.489 0.284 3.087
O2 -5.138 -1.018 1.120
N1 -5.945 -1.760 3.438
S2 -7.441 -1.293 3.577
O3 -8.130 -1.124 2.311
O4 -8.084 -2.145 4.559
C11 -7.403 0.358 4.337
C12 -8.236 1.413 3.618
O5 -9.545 1.538 4.201
C13 -7.587 2.789 3.654
N2 -6.494 2.888 2.688
H1 -4.845 0.042 -4.001
H2 -6.503 0.622 -3.867
H3 -5.548 0.350 -2.416
H4 -4.828 2.456 -4.535
H5 -5.840 2.804 -3.142
H6 -3.412 3.456 -2.891
H7 -4.079 2.491 -1.593
H8 -1.691 1.996 -2.808
H9 -2.704 0.975 -3.805
H10 -3.576 0.271 -1.265
H11 -2.370 -0.610 -2.176
H12 -1.408 1.759 -0.585
H13 -0.626 0.190 -0.791
H14 -1.577 0.824 1.569
H15 -3.149 0.536 0.863
H16 -0.898 -1.495 0.733
H17 -2.593 -1.807 0.391
H18 -1.792 -0.895 3.173
H19 -1.481 -2.553 2.681
H20 -3.579 -2.289 3.956
H21 -3.782 -3.092 2.406
H22 -6.363 0.668 4.433
H23 -7.811 0.205 5.339
H24 -8.355 1.112 2.572
H25 -9.828 0.649 4.441
H26 -7.226 2.995 4.668
H27 -8.371 3.522 3.436
H28 -6.373 2.024 2.169
H29 -5.606 3.053 3.140
O6 2.400 0.236 -0.116
C14 2.456 -0.757 -0.797
O7 1.400 -1.581 -0.809
C15 1.332 -2.747 -1.648
C16 2.137 -3.891 -1.080
C17 3.696 -1.090 -1.598
H30 1.634 -2.489 -2.666
H31 0.271 -2.989 -1.678
H32 3.196 -3.648 -1.002
H33 2.052 -4.776 -1.709
H34 1.778 -4.142 -0.082
H35 4.446 -1.476 -0.905
H36 4.071 -0.162 -2.024
H37 3.548 -1.818 -2.389
O8 4.267 -6.147 -1.692
C18 5.069 -6.263 -0.801
O9 4.700 -5.826 0.412
C19 5.595 -5.708 1.530
C20 6.319 -4.387 1.445
C21 6.457 -6.806 -1.041
H38 6.252 -6.575 1.605
H39 4.935 -5.725 2.395
H40 6.942 -4.314 0.552
H41 6.959 -4.217 2.310
H42 5.588 -3.582 1.406
H43 7.037 -6.027 -1.537
H44 6.369 -7.647 -1.724
H45 6.987 -7.117 -0.147
O10 7.267 -1.588 1.649
C22 6.785 -0.522 1.363
O11 5.556 -0.534 0.800
C23 4.842 0.663 0.449
C24 5.315 1.251 -0.862
C25 7.513 0.779 1.576
H46 4.889 1.385 1.265
H47 3.806 0.334 0.369
H48 6.360 1.557 -0.817
H49 4.714 2.127 -1.111
H50 5.206 0.519 -1.663
H51 8.265 0.889 0.796
H52 8.027 0.715 2.532
H53 6.886 1.664 1.567
O12 -2.157 -5.627 3.042
C26 -2.989 -5.970 3.838
O13 -3.469 -5.062 4.705
C27 -4.512 -5.341 5.647
C28 -3.998 -6.052 6.881
C29 -3.473 -7.403 3.905
H54 -5.326 -5.882 5.163
H55 -4.896 -4.356 5.904
H56 -3.574 -7.029 6.643
H57 -4.816 -6.197 7.589
H58 -3.225 -5.453 7.363
H59 -2.697 -7.993 4.394
H60 -3.577 -7.761 2.884
H61 -4.409 -7.545 4.435
O14 9.673 2.852 0.777
C30 10.764 3.013 1.255
O15 11.741 3.501 0.466
C31 13.067 3.760 0.946
C32 13.909 2.505 1.021
C33 11.056 2.643 2.691
H62 13.030 4.290 1.899
H63 13.478 4.449 0.211
H64 13.497 1.781 1.724
H65 14.920 2.756 1.343
H66 13.964 2.033 0.040
H67 11.138 1.557 2.743
H68 10.198 2.942 3.288
H69 11.956 3.082 3.108
O16 -11.926 -0.335 -0.903
C34 -11.845 0.123 0.204
O17 -12.945 0.768 0.691
C35 -12.983 1.312 2.015
C36 -12.272 2.644 2.128
C37 -10.601 0.057 1.045
H70 -12.600 0.590 2.738
H71 -14.048 1.434 2.214
H72 -11.209 2.553 1.913
H73 -12.370 3.032 3.143
H74 -12.711 3.361 1.433
H75 -9.902 0.803 0.662
H76 -10.123 -0.912 0.937
H77 -10.758 0.249 2.100
O18 7.534 -4.124 -6.824
C38 6.402 -4.445 -6.577
O19 6.022 -4.519 -5.287
C39 4.682 -4.860 -4.892
C40 4.430 -6.348 -4.931
C41 5.425 -4.797 -7.677
H78 3.958 -4.297 -5.483
H79 4.612 -4.508 -3.864
H80 4.526 -6.766 -5.934
H81 3.427 -6.556 -4.560
H82 5.138 -6.850 -4.273
H83 5.678 -5.794 -8.038
H84 5.583 -4.095 -8.492
H85 4.380 -4.788 -7.386
O20 -0.629 4.745 -1.855
C42 0.472 4.628 -1.376
O21 0.690 3.643 -0.495
C43 1.981 3.382 0.073
C44 2.319 4.342 1.195
C45 1.570 5.592 -1.754
H86 2.743 3.376 -0.709
H87 1.907 2.367 0.452
H88 2.369 5.377 0.855
H89 3.286 4.077 1.628
H90 1.562 4.277 1.977
H91 1.398 6.534 -1.235
H92 1.470 5.784 -2.816
H93 2.586 5.266 -1.553
O22 1.737 8.315 -3.449
C46 0.708 8.318 -4.072
O23 0.002 9.469 -4.121
C47 -1.240 9.580 -4.829
C48 -2.403 9.015 -4.041
C49 0.168 7.074 -4.738
H94 -1.157 9.131 -5.819
H95 -1.362 10.653 -4.971
H96 -2.286 7.949 -3.850
H97 -3.332 9.163 -4.593
H98 -2.486 9.523 -3.080
H99 -0.265 6.438 -3.961
H100 1.008 6.544 -5.182
H101 -0.586 7.251 -5.497

=====

(2)
Density functional theory data (wB97M-V/def2-TZVPD) for a 7-piece molecular cluster, C49H107N5O9 overall at a distorted geometry.

Results
- 2S+1 = 1
- gap between HOMO and LUMO (Ha) = 0.308
- SMILES = CC1(C)CCCC(C)(C)N1O.CC1(C)CCCC(C)(C)N1O.CC1(C)CCCC(C)(C)N1O.CC1(C)CCCC(C)(C)N1O.CC1(C)CCCC(C)(C)N1O.OCCO.OCCO
- relative energy (zero: lowest compared OMol25 entry of this formula, charge and spin) (kcal/mol) = 0.0

Cartesian coordinates (Å):
C1 7.173 1.570 0.451
C2 6.474 1.924 -0.850
C3 7.211 3.133 -1.506
C4 6.539 0.712 -1.779
C5 5.603 0.768 -2.977
C6 4.198 0.948 -2.440
C7 4.046 2.244 -1.642
C8 4.124 3.443 -2.587
C9 2.673 2.171 -0.972
N1 5.067 2.200 -0.599
O1 4.826 3.121 0.447
H1 7.110 2.407 1.148
H2 6.639 0.743 0.939
H3 8.201 1.243 0.320
H4 6.643 4.048 -1.376
H5 8.214 3.217 -1.083
H6 7.374 2.960 -2.573
H7 7.561 0.623 -2.161
H8 6.298 -0.205 -1.243
H9 5.806 1.523 -3.742
H10 5.694 -0.174 -3.528
H11 3.953 0.142 -1.740
H12 3.383 0.800 -3.158
H13 5.136 3.717 -2.885
H14 3.781 4.371 -2.117
H15 3.562 3.228 -3.497
H16 2.456 3.039 -0.349
H17 2.683 1.297 -0.319
H18 1.914 2.195 -1.756
H19 4.723 2.560 1.222
C10 3.686 -4.996 2.988
C11 3.387 -3.741 2.187
C12 1.884 -3.475 2.210
C13 4.194 -2.603 2.790
C14 4.125 -1.345 1.948
C15 4.536 -1.620 0.508
C16 3.952 -2.869 -0.163
C17 2.542 -2.498 -0.682
C18 4.875 -3.250 -1.299
N2 3.922 -3.948 0.832
O2 3.458 -5.138 0.225
H20 3.135 -5.890 2.683
H21 4.735 -5.296 2.934
H22 3.437 -4.869 4.046
H23 1.431 -3.605 3.191
H24 1.629 -2.490 1.814
H25 1.356 -4.121 1.499
H26 3.836 -2.433 3.813
H27 5.229 -2.927 2.914
H28 3.248 -0.718 2.122
H29 4.921 -0.676 2.314
H30 5.606 -1.522 0.313
H31 4.170 -0.773 -0.083
H32 1.801 -3.290 -0.569
H33 2.583 -2.126 -1.706
H34 2.121 -1.684 -0.080
H35 5.193 -2.395 -1.895
H36 4.468 -4.052 -1.913
H37 5.784 -3.675 -0.858
H38 2.505 -5.204 0.382
C19 -3.255 1.418 0.412
C20 -1.805 0.861 0.502
C21 -1.029 1.402 -0.706
C22 -1.152 1.432 1.762
C23 -1.589 0.802 3.070
C24 -1.502 -0.721 3.003
C25 -2.088 -1.353 1.734
C26 -1.575 -2.768 1.607
C27 -3.610 -1.335 1.928
N3 -1.696 -0.585 0.554
O3 -2.380 -1.160 -0.557
H39 -3.252 2.351 -0.156
H40 -3.926 0.718 -0.079
H41 -3.632 1.698 1.397
H42 -1.619 1.088 -1.571
H43 -0.978 2.491 -0.761
H44 0.008 1.064 -0.675
H45 -0.072 1.219 1.709
H46 -1.259 2.518 1.760
H47 -0.947 1.204 3.853
H48 -2.630 1.068 3.280
H49 -2.001 -1.136 3.884
H50 -0.454 -1.012 3.166
H51 -0.526 -2.797 1.309
H52 -2.102 -3.321 0.823
H53 -1.644 -3.338 2.535
H54 -4.150 -1.501 0.996
H55 -3.973 -0.408 2.369
H56 -3.937 -2.118 2.622
H57 -1.681 -1.466 -1.144
C28 -0.417 6.301 -2.345
C29 -0.178 6.601 -0.870
C30 0.290 5.269 -0.234
C31 0.927 7.646 -0.765
C32 0.962 8.374 0.578
C33 -0.429 8.906 0.944
C34 -1.525 7.837 0.936
C35 -1.457 6.994 2.223
C36 -2.862 8.580 0.966
N4 -1.420 7.080 -0.281
O4 -2.485 6.159 -0.434
H58 -1.113 5.489 -2.538
H59 -0.765 7.204 -2.860
H60 0.553 6.088 -2.803
H61 -0.589 4.646 -0.057
H62 1.032 4.775 -0.856
H63 0.681 5.434 0.774
H64 1.883 7.121 -0.864
H65 0.889 8.361 -1.594
H66 1.304 7.643 1.319
H67 1.647 9.221 0.593
H68 -0.688 9.674 0.210
H69 -0.332 9.354 1.933
H70 -2.379 6.441 2.393
H71 -1.197 7.627 3.074
H72 -0.647 6.260 2.192
H73 -2.926 9.195 1.866
H74 -3.661 7.845 1.125
H75 -3.113 9.137 0.065
H76 -2.940 6.508 -1.207
C37 -4.929 -3.885 -1.341
C38 -4.944 -5.404 -1.246
C39 -4.650 -5.816 0.218
C40 -6.366 -5.858 -1.580
C41 -6.553 -7.307 -2.050
C42 -5.469 -7.761 -3.035
C43 -4.052 -7.318 -2.668
C44 -3.500 -8.244 -1.537
C45 -3.127 -7.475 -3.857
N5 -4.042 -5.915 -2.257
O5 -2.742 -5.408 -2.071
H77 -4.777 -3.560 -2.370
H78 -5.810 -3.336 -0.999
H79 -4.109 -3.502 -0.725
H80 -3.611 -5.847 0.554
H81 -5.134 -5.058 0.845
H82 -5.157 -6.741 0.497
H83 -7.068 -5.646 -0.770
H84 -6.715 -5.236 -2.414
H85 -6.481 -8.000 -1.203
H86 -7.575 -7.356 -2.422
H87 -5.718 -7.527 -4.071
H88 -5.436 -8.852 -2.946
H89 -2.677 -7.723 -1.035
H90 -3.039 -9.139 -1.950
H91 -4.253 -8.446 -0.778
H92 -3.078 -8.437 -4.362
H93 -2.135 -7.067 -3.662
H94 -3.442 -6.802 -4.676
H95 -2.471 -5.688 -1.180
O6 -4.231 -1.963 6.907
C46 -2.964 -1.670 7.494
C47 -3.040 -0.267 8.026
O7 -3.126 0.693 6.976
H96 -4.275 -2.893 6.667
H97 -2.695 -2.360 8.301
H98 -2.197 -1.723 6.713
H99 -2.215 0.021 8.676
H100 -3.927 -0.164 8.668
H101 -3.637 0.290 6.266
O8 -0.950 0.947 -5.275
C48 -1.461 2.025 -4.527
C49 -1.317 3.283 -5.353
O9 -2.058 3.184 -6.564
H102 -1.085 0.124 -4.799
H103 -2.530 1.912 -4.293
H104 -0.946 2.145 -3.565
H105 -0.248 3.388 -5.587
H106 -1.696 4.162 -4.840
H107 -1.746 2.395 -7.018

=====

Computed values of highest occupied orbital energy (unit: eV) for the preceding records, in sequence: -5.980 -8.183.
Computed values of calculated total energy (unit: Eh) for the preceding records, in sequence: -4564.1035 -2881.8550.